{
  "formula": "C16H38Cl6F6N3O6",
  "method": "ωB97M-V/def2-TZVPD",
  "molar_mass_g_mol": 695.20,
  "energy_ev": -125396.654,
  "lumo_energy_ev": -3.289,
  "max_force_ev_per_a": 2.2,
  "multiplicity": 1,
  "e_homo_ev": -10.67,
  "total_charge": 1,
  "symbols": ["N", "H", "H", "H", "H", "N", "H", "H", "H", "H", "N", "H", "H", "H", "H", "O", "C", "C", "O", "H", "H", "H", "H", "C", "C", "O", "C", "O", "C", "F", "F", "F", "H", "H", "H", "H", "H", "C", "C", "O", "C", "O", "C", "F", "F", "F", "H", "H", "H", "H", "H", "Cl", "C", "C", "Cl", "H", "H", "H", "H", "Cl", "C", "C", "Cl", "H", "H", "H", "H", "Cl", "C", "C", "Cl", "H", "H", "H", "H"],
  "xyz": [[28.572, -0.387, -8.437], [29.540, -0.101, -8.564], [27.949, 0.371, -8.176], [28.444, -1.190, -7.821], [28.234, -0.736, -9.380], [23.610, 0.134, -10.538], [23.452, -0.432, -9.694], [22.768, 0.389, -11.052], [24.276, -0.322, -11.222], [24.007, 1.005, -10.189], [27.349, 0.636, -12.217], [27.329, 1.293, -11.443], [27.903, -0.156, -11.802], [27.663, 1.079, -13.072], [26.450, 0.122, -12.346], [25.088, -1.009, -12.538], [25.620, -2.222, -12.103], [26.465, -2.193, -10.792], [27.742, -1.583, -10.816], [26.165, -2.647, -12.959], [24.784, -2.907, -11.877], [26.576, -3.168, -10.293], [25.867, -1.577, -10.086], [29.054, -3.714, -13.987], [29.141, -2.299, -13.494], [30.081, -1.482, -14.231], [30.454, -0.385, -13.658], [30.172, 0.015, -12.553], [31.337, 0.516, -14.555], [32.523, 0.647, -13.958], [31.558, -0.045, -15.754], [30.751, 1.684, -14.758], [28.498, -3.853, -14.914], [28.610, -4.367, -13.236], [30.057, -4.093, -14.186], [29.285, -2.240, -12.410], [28.195, -1.746, -13.470], [25.277, -6.012, -11.375], [23.906, -6.033, -10.745], [23.282, -4.738, -10.941], [22.629, -4.607, -12.102], [22.549, -5.437, -12.955], [21.738, -3.361, -12.186], [21.936, -2.726, -13.334], [20.489, -3.807, -12.017], [22.003, -2.464, -11.227], [25.865, -5.228, -10.891], [25.297, -5.907, -12.457], [25.812, -6.930, -11.117], [23.966, -6.256, -9.682], [23.261, -6.782, -11.204], [23.106, -1.721, -8.050], [23.941, -3.321, -8.010], [24.647, -3.511, -6.675], [26.087, -2.398, -6.589], [24.606, -3.346, -8.873], [23.241, -4.120, -8.251], [25.153, -4.472, -6.653], [23.985, -3.354, -5.830], [22.855, -3.832, -16.561], [24.155, -3.914, -15.280], [25.055, -5.098, -15.490], [26.095, -4.824, -16.905], [23.612, -3.988, -14.339], [24.748, -3.004, -15.276], [24.622, -6.077, -15.684], [25.688, -5.286, -14.620], [30.164, -3.665, -8.429], [29.459, -4.745, -9.693], [30.601, -5.455, -10.456], [31.559, -4.322, -11.421], [28.831, -4.135, -10.340], [28.828, -5.465, -9.176], [30.058, -6.098, -11.153], [31.194, -6.143, -9.862]],
  "mulliken_charge": [-0.196, 0.411, 0.412, 0.258, -0.093, -0.008, -0.029, 0.401, 0.054, 0.433, -0.038, 0.349, -0.029, 0.374, 0.351, -1.302, 2.039, -0.207, -0.734, -0.095, -1.284, -0.028, -0.181, -1.061, 0.789, -0.322, 0.327, -0.566, 0.866, -0.242, -0.253, -0.249, 0.236, 0.218, 0.384, -0.035, -0.058, -0.423, -0.559, -0.201, 0.118, -0.525, 0.954, -0.234, -0.262, -0.182, -0.094, 0.011, 0.549, 0.427, 0.425, -0.319, 0.570, -0.547, -0.183, -0.485, 0.306, 0.315, 0.413, -0.211, 0.696, -0.118, -0.181, -0.794, 0.386, 0.402, -0.161, -0.234, 0.155, -0.506, -0.136, -0.384, 0.419, 0.279, 0.420]
}